Entry 1:
{"formula": "C9H16N2O2", "method": "ωB97M-V/def2-TZVPD", "total_charge": 0, "total_energy_ha": -612.39918, "e_lumo_ev": -0.5, "orbital_gap_ev": 9.10, "symbols": ["O", "C", "H", "H", "H", "C", "H", "N", "C", "H", "N", "C", "C", "C", "H", "C", "H", "C", "H", "H", "H", "O", "H", "H", "C", "H", "H", "H", "H"], "xyz": [[-1.66, 1.77, -2.25], [-3.60, -0.51, -0.41], [-0.11, 0.77, 2.17], [-0.09, -0.50, 0.67], [1.49, -0.95, -0.83], [2.00, 0.01, -0.55], [3.53, -0.59, 1.61], [-1.55, -0.44, -2.00], [2.53, 1.63, 1.07], [-3.72, -2.83, -0.44], [-2.97, 0.73, -0.63], [2.31, -0.74, 1.78], [1.70, 0.48, 0.89], [-2.91, -1.75, -0.55], [-3.30, 1.60, -0.36], [-1.99, 0.71, -1.73], [-1.10, -0.48, -2.88], [-1.86, -1.78, -1.45], [-0.37, 1.18, 0.46], [1.83, -0.47, 2.78], [2.00, -1.80, 1.42], [-0.94, -2.68, -1.54], [2.80, 1.80, 2.20], [2.14, 2.62, 0.63], [0.30, 0.56, 1.12], [3.02, -0.12, -0.70], [3.61, 1.56, 0.63], [1.52, 0.70, -1.17], [-4.60, -0.49, 0.07]]}

=====

Entry 2:
{"formula": "C9H16N2O2", "method": "ωB97M-V/def2-TZVPD", "total_charge": 0, "total_energy_ha": -612.47925, "e_lumo_ev": 0.3, "orbital_gap_ev": 9.84, "smiles": "O=c1cc[nH]c(=O)[nH]1.CCCCC", "symbols": ["O", "C", "H", "N", "H", "H", "C", "C", "C", "C", "O", "H", "H", "H", "C", "H", "N", "H", "H", "C", "H", "H", "H", "H", "C", "H", "H", "H", "C"], "xyz": [[-1.07, -1.06, 2.62], [1.21, 0.54, -0.40], [-2.05, 0.97, 1.59], [-1.11, -1.89, 0.42], [1.54, -1.06, 1.09], [1.89, 0.70, -1.28], [0.20, 3.00, 0.11], [-2.49, -0.88, -1.22], [2.14, -0.62, 0.27], [2.27, -1.72, -0.72], [-2.97, 1.48, -0.67], [-1.64, -2.76, -1.49], [2.10, 1.95, 0.99], [2.89, -2.50, -0.17], [-1.67, -1.93, -0.84], [0.45, 1.31, 1.43], [-2.20, 0.20, 0.96], [-3.16, -0.68, -2.09], [3.20, -0.19, 0.43], [-1.47, -0.87, 1.43], [0.28, 0.19, -0.95], [-0.70, -2.69, 0.83], [0.85, 3.66, -0.45], [-0.09, 3.64, 0.96], [1.03, 1.71, 0.57], [-0.79, 2.51, -0.37], [1.25, -2.12, -1.18], [2.73, -1.22, -1.51], [-2.61, 0.34, -0.34]]}

=====

Entry 3:
{"formula": "C9H16N2PReS", "method": "ωB97M-V/def2-TZVPD", "total_charge": 1, "total_energy_ha": -1279.44352, "e_lumo_ev": [-4.4, -4.7], "orbital_gap_ev": [6.78, 6.50], "multiplicity": 4, "symbols": ["H", "H", "H", "H", "C", "H", "H", "H", "H", "H", "H", "N", "C", "H", "C", "C", "H", "C", "C", "S", "H", "C", "H", "C", "H", "H", "C", "N", "P", "Re"], "xyz": [[0.89, 3.88, 1.29], [3.13, 0.28, 0.95], [0.51, 5.56, -0.64], [3.53, 5.89, -0.34], [2.90, 4.54, -1.90], [-0.03, -2.00, 1.93], [2.49, 6.63, -1.53], [-2.81, -3.31, -0.98], [1.38, 6.19, 0.78], [3.22, 2.47, -1.64], [-2.92, -1.31, -2.34], [1.56, 4.11, 0.55], [-2.17, -2.47, -0.68], [-1.46, -3.59, 0.99], [-1.39, -2.63, 0.46], [1.44, 5.46, -0.04], [2.07, 4.46, -2.64], [1.89, 3.09, -0.29], [2.64, 5.71, -0.95], [0.66, 1.98, -0.88], [1.80, 1.28, 2.42], [-0.50, -1.68, 1.00], [2.05, -0.87, 2.43], [-2.25, -1.33, -1.48], [3.84, 4.66, -2.47], [-1.74, 0.65, -2.01], [-1.48, -0.16, -1.29], [2.97, 3.29, -1.10], [1.81, 0.18, 1.50], [0.01, -0.07, -0.02]]}

=====

Entry 4:
{"formula": "C9H16N2S", "method": "ωB97M-V/def2-TZVPD", "total_charge": 0, "total_energy_ha": -860.10136, "e_lumo_ev": -0.2, "orbital_gap_ev": 8.05, "smiles": "CC[C@@]1(C)N=N[C@](C)(CC)C1=S", "symbols": ["S", "H", "H", "C", "H", "C", "C", "C", "C", "C", "H", "H", "H", "C", "N", "H", "C", "H", "H", "N", "H", "H", "H", "H", "C", "H", "H", "H"], "xyz": [[-0.29, -2.27, -0.44], [-3.96, -0.22, 1.49], [3.45, 0.09, 0.40], [-0.13, -0.75, 0.00], [2.76, -1.59, -0.06], [2.55, -0.16, -1.56], [-2.04, 0.71, 0.73], [1.37, -0.07, 0.64], [-1.47, 0.50, -1.71], [-3.19, -0.34, 0.65], [2.84, 0.87, -1.76], [-1.75, 0.98, 1.71], [-2.78, -1.40, 0.70], [1.48, -0.21, 2.10], [1.14, 1.34, 0.37], [-2.47, 1.71, 0.25], [-0.90, 0.45, -0.24], [-1.94, 1.41, -1.68], [-2.04, -0.40, -2.10], [0.03, 1.55, -0.07], [-0.64, 0.49, -2.26], [0.62, 0.32, 2.48], [-3.82, -0.22, -0.28], [2.34, 0.08, 2.59], [2.55, -0.59, -0.16], [1.43, -1.25, 2.33], [3.28, -0.70, -2.10], [1.58, -0.31, -2.01]]}

=====

- Which formula does entry 4 have?
  C9H16N2S